Formula: C3H10O3
Source: the OMol25 dataset
Level of theory: ωB97M-V with the def2-TZVPD basis set

The geometry in XYZ format:
```
16
Properties=species:S:1:pos:R:3:mulliken_charge:R:1
C -2.44090 -0.76679 -0.18143 -0.7570
C -1.28291 -0.37977 0.41900 0.7638
C -1.18081 0.08813 1.81060 -1.5127
O -0.04496 -0.78642 -0.12782 -0.4881
H -3.23066 -1.05163 0.60531 0.2399
H -2.32183 -1.15987 -1.25868 0.2733
H -1.96085 0.71757 2.21677 0.3883
H -1.24872 -0.78216 2.48334 0.3045
H -0.44220 0.79405 1.96548 0.4887
H 0.70584 -0.46300 0.46716 0.3159
O 1.22219 0.97842 -2.03516 -0.6569
H 0.26899 1.05146 -1.72275 0.3280
H 1.49831 1.84659 -2.17657 0.3250
O 2.60771 0.42072 0.31385 -0.6710
H 2.62609 0.74409 -0.60992 0.3508
H 3.25327 -0.24823 0.53379 0.3077
```

SMILES   C=C(C)O.O.O
Frontier orbital gap   9.02 eV

---

Formula: C3H10O3
Source: the OMol25 dataset
Level of theory: ωB97M-V with the def2-TZVPD basis set

The geometry in XYZ format:
```
16
Properties=species:S:1:pos:R:3:mulliken_charge:R:1
C -0.08028 -0.30820 1.90567 -0.8569
C -0.76639 0.81328 1.92510 0.7151
C -0.95407 1.86547 2.99652 -1.0038
O -1.57562 1.19160 0.80524 -0.5146
H 0.44808 -0.56656 2.82000 0.2553
H 0.12894 -0.74125 0.93279 0.2433
H -0.46545 1.58588 3.94552 0.3029
H -2.00386 2.13738 3.17941 0.2873
H -0.20222 2.56251 2.56165 0.2691
H -1.53601 0.57244 0.06996 0.2999
O -0.00424 -2.32466 -1.73859 -0.6241
H -0.55444 -2.58228 -0.99485 0.3245
H 0.20245 -3.10052 -2.26534 0.3033
O 2.70369 -0.39725 -4.38476 -0.6296
H 2.54982 -1.33251 -4.55939 0.3100
H 3.49904 -0.40434 -3.84226 0.3186
```

SMILES   C=C(C)O.O.O
Frontier orbital gap   9.51 eV

---

Formula: C3H10O3
Source: the OMol25 dataset
Level of theory: ωB97M-V with the def2-TZVPD basis set

The geometry in XYZ format:
```
16
Properties=species:S:1:pos:R:3:mulliken_charge:R:1
C -3.99330 -1.08587 2.93866 -0.0733
C -3.07811 -0.35857 2.30877 0.1425
O 1.21739 0.56104 -0.78597 -0.5861
C -2.32791 -0.58965 0.95374 -0.8413
H -2.52154 0.56096 2.63138 0.3655
H -3.88123 -1.98151 3.48044 0.3445
H 1.89303 1.16487 -1.16834 0.4678
H -1.47551 -1.23544 1.10151 0.3495
H -3.04943 -0.98132 0.25950 0.3464
H -2.10328 0.39977 0.59356 0.3601
H 1.77639 -0.16188 -1.03028 0.3074
H 3.60425 0.51738 -2.14970 0.4404
O 3.13531 1.89215 -1.93026 -0.9983
H 3.57600 2.70829 -1.73190 0.2191
H 3.62975 -0.85843 -3.19205 0.4071
O 3.59820 -0.55178 -2.27905 -0.2512
```

Spin multiplicity   2
Net charge   +1
Frontier orbital gap (spin up / spin down)   3.80 / 3.39 eV

---

Formula: C3H10O3
Source: the OMol25 dataset
Level of theory: ωB97M-V with the def2-TZVPD basis set

The geometry in XYZ format:
```
16
Properties=species:S:1:pos:R:3:mulliken_charge:R:1
C 2.05294 -0.60296 0.78999 -0.7558
C 0.75472 -0.72072 1.18722 0.9400
O 0.25812 -0.02811 2.22036 -0.3079
C -0.25175 -1.66588 0.54351 -0.9997
H 2.59684 -1.43245 0.33639 0.3050
H 2.65220 0.31149 0.87119 0.3561
H 1.02491 0.36474 2.68091 0.3914
H 0.10704 -1.98801 -0.43170 0.3649
H -0.30517 -2.46543 1.27651 0.3432
H -1.23364 -1.23552 0.37546 0.3646
H -1.23819 2.39621 -0.47022 0.3397
H -1.52674 0.95348 -0.17738 0.2624
O -1.78934 1.66402 -0.77139 -0.6166
H -1.26639 0.35454 -3.40846 0.3187
H -0.61385 1.46373 -2.58831 0.3331
O -0.41304 0.74132 -3.19309 -0.6391
```

Spin multiplicity   2
Net charge   +1
Frontier orbital gap (spin up / spin down)   8.72 / 5.38 eV

---

Formula: C3H10O4
Source: the OMol25 dataset
Level of theory: ωB97M-V with the def2-TZVPD basis set

The geometry in XYZ format:
```
17
Properties=species:S:1:pos:R:3:mulliken_charge:R:1
C -1.89069 0.63365 0.21016 -0.9659
C -1.32625 -0.35487 -0.85635 -0.2090
C -0.66214 -1.52944 -0.14678 0.3528
O -1.20020 -2.48427 0.32571 -0.5195
O 0.69312 -1.35619 0.01706 -0.4753
H -1.51171 1.64621 0.12801 0.2877
H -1.86756 0.19738 1.20143 0.3181
H -2.94713 0.73039 -0.05647 0.2696
H -2.12364 -0.77331 -1.45904 0.2862
H -0.52316 0.09984 -1.42619 0.2525
H 1.10581 -2.13380 -0.42918 0.4126
O 2.58187 5.97868 1.65123 -0.6414
H 2.94574 5.60791 0.85055 0.3188
H 3.33178 6.32688 2.16025 0.3226
O 1.43631 -3.92357 -0.75781 -0.6738
H 0.69602 -4.10859 -1.34194 0.3329
H 1.26182 -4.55690 -0.07065 0.3312
```

SMILES   CCC(=O)O.O.O
Frontier orbital gap   10.77 eV

---

Formula: C3H10O4
Source: the OMol25 dataset
Level of theory: ωB97M-V with the def2-TZVPD basis set

The geometry in XYZ format:
```
17
Properties=species:S:1:pos:R:3:mulliken_charge:R:1
O 2.34158 -1.43285 -0.99173 -0.4435
C 2.37474 -0.36035 -0.46360 -0.0031
C 1.31538 0.02637 0.55786 -0.1848
C 1.03785 -1.09047 1.55426 -0.4272
O -0.26846 -0.88483 2.13702 -0.5130
H 2.78518 0.43918 -1.10931 0.3395
H 1.66761 0.93874 1.06040 0.2709
H 0.39231 0.39006 0.10727 0.0941
H 0.87012 -1.96698 0.93679 0.3444
H 1.81388 -1.09584 2.31441 0.2311
H -0.67646 -1.75125 2.18366 0.3070
O -1.15356 2.43002 -0.32148 -0.6385
H -1.75753 1.80439 0.08019 0.3067
H -1.09105 2.34103 -1.27007 0.3176
O -3.17838 0.40090 -2.45568 -0.6327
H -3.81298 0.18784 -1.76453 0.3153
H -2.66024 -0.37597 -2.55544 0.3161
```

SMILES   O=CCCO.O.O
Frontier orbital gap   10.23 eV

---

Formula: C3H10O4
Source: the OMol25 dataset
Level of theory: ωB97M-V with the def2-TZVPD basis set

The geometry in XYZ format:
```
17
Properties=species:S:1:pos:R:3:mulliken_charge:R:1
C -1.39372 1.24344 -1.03649 -1.3538
C -0.91757 0.22639 -0.01393 0.9658
C -1.55771 -1.14254 -0.20744 -1.3923
O -1.17493 0.75374 1.27013 -0.5889
H -0.92410 2.20430 -0.84693 0.3269
H -2.47544 1.37286 -0.95596 0.3561
H -1.15334 0.91128 -2.04497 0.3627
H 0.23835 0.09102 -0.12998 0.0585
H -1.15769 -1.86268 0.50693 0.3619
H -2.63994 -1.07077 -0.05427 0.3594
H -1.37630 -1.50775 -1.21640 0.3462
H -0.96073 0.08153 1.92779 0.3264
O 2.00289 0.12059 0.11995 -0.4020
O 3.48298 -0.11582 -0.01350 -0.1437
O 3.99926 -0.67222 1.14957 -0.2711
H 2.03616 1.00040 0.53422 0.3487
H 3.97185 -1.63377 1.01130 0.3393
```

SMILES   CC(C)O.OOO
Frontier orbital gap   10.48 eV

---

Formula: C3H10O4
Source: the OMol25 dataset
Level of theory: ωB97M-V with the def2-TZVPD basis set

The geometry in XYZ format:
```
17
Properties=species:S:1:pos:R:3:mulliken_charge:R:1
C 1.93059 0.63196 0.20908 -0.8896
C 0.87207 -0.24620 0.81698 0.6316
O 0.70487 -1.42338 0.39652 -0.5954
O 0.74779 -0.03490 2.14314 -0.4344
H 2.00334 1.56987 0.75484 0.3206
H 1.67768 0.77678 -0.83663 0.2353
H 2.89220 0.11899 0.25554 0.3089
H 0.15297 -0.70199 2.51949 0.3705
O -0.77866 -1.20388 -1.66732 -0.4507
O -0.00047 -0.23322 -2.36480 -0.3297
H -0.09881 -1.45289 -0.79051 0.4413
H -0.45446 -0.18143 -3.21702 0.2830
C -1.97272 0.48525 0.31462 -0.8326
H -0.79857 0.63801 0.12008 0.0489
H -1.95651 0.82810 1.34829 0.3271
H -2.72563 0.99609 -0.27280 0.3230
H -2.19569 -0.56716 0.27051 0.2421
```

SMILES   CC(=O)O.OO.C
Frontier orbital gap   8.80 eV

---

Formula: C3H10OS
Source: the OMol25 dataset
Level of theory: ωB97M-V with the def2-TZVPD basis set

The geometry in XYZ format:
```
15
Properties=species:S:1:pos:R:3:mulliken_charge:R:1
C -0.16484 -1.97902 -1.74332 -0.8899
C -1.13321 -0.80714 -1.68993 -0.4542
S -0.74028 0.84329 -0.99920 -0.0803
C -2.44701 1.39057 -1.08953 -0.7409
H 0.13020 -1.98719 -2.83077 0.2455
H 0.68723 -1.77049 -1.17034 0.2861
H -0.50731 -3.10283 -1.61741 0.2625
H -1.61005 -0.52559 -2.56884 0.3558
H -1.97410 -1.07850 -0.94427 0.2437
H -2.61316 2.55879 -0.91980 0.2808
H -3.11596 0.96148 -0.27829 0.2780
H -2.75778 1.06762 -2.11712 0.2129
O 4.66689 -0.09653 5.61655 -0.6535
H 4.39606 0.54502 4.96260 0.3248
H 4.34457 -1.01517 5.67566 0.3287
```

SMILES   CCSC.O
Frontier orbital gap   9.33 eV

---

Formula: C3H10OS
Source: the OMol25 dataset
Level of theory: ωB97M-V with the def2-TZVPD basis set

The geometry in XYZ format:
```
15
Properties=species:S:1:pos:R:3:mulliken_charge:R:1
C -2.85220 0.96877 -0.08932 -0.7612
S -2.41042 0.09646 -1.56297 -0.1016
C -0.82253 0.34834 -2.31284 -0.7519
H -2.89287 0.28196 0.75591 0.2670
H -3.80217 1.40225 -0.26659 0.2862
H -2.00742 1.63702 0.26209 0.2559
H -0.76948 1.35263 -2.73187 0.2896
H -0.08124 0.47843 -1.63826 0.2725
H -0.69236 -0.53282 -2.98335 0.2443
C 2.51284 -0.63874 1.87139 -0.3978
O 3.38464 -1.74333 1.75992 -0.5312
H 2.93419 0.22841 1.67369 0.2702
H 1.50687 -0.92412 1.35367 0.1685
H 2.34247 -0.77547 2.92999 0.2050
H 3.64969 -2.17978 0.97855 0.2844
```

SMILES   CSC.CO
Frontier orbital gap   8.97 eV

---

Formula: C3H10OS
Source: the OMol25 dataset
Level of theory: ωB97M-V with the def2-TZVPD basis set

The geometry in XYZ format:
```
15
Properties=species:S:1:pos:R:3:mulliken_charge:R:1
C -1.13653 -0.29592 -0.33050 -0.9359
S -2.40501 -1.53050 -0.69376 -0.0928
C -1.45031 -2.69456 -1.73087 -0.7433
H -0.88142 0.23658 -1.23694 0.3788
H -0.23765 -0.73436 0.08898 0.3062
H -1.54014 0.36526 0.43410 0.3025
H -0.39883 -2.43354 -1.70458 0.2528
H -1.67514 -3.69715 -1.36339 0.2680
H -1.82552 -2.64372 -2.74404 0.2634
C 1.62358 2.06042 1.41344 -0.4463
O 2.77016 2.30199 2.24241 -0.5261
H 1.93239 1.58379 0.47370 0.2291
H 1.01170 1.34000 1.93718 0.1636
H 1.08019 2.97973 1.19962 0.2823
H 3.13251 3.16197 2.01465 0.2979
```

SMILES   CSC.CO
Frontier orbital gap   9.32 eV

---

Formula: C3H10OS2
Source: the OMol25 dataset
Level of theory: ωB97M-V with the def2-TZVPD basis set

The geometry in XYZ format:
```
16
Properties=species:S:1:pos:R:3:mulliken_charge:R:1
C 1.40939 1.89602 -0.15831 -1.0279
C 0.44464 0.73054 -0.53615 -0.2041
S 1.57248 -0.72860 -0.84349 -0.0837
S 1.35201 -0.99442 1.53425 -0.0974
C -0.36582 -1.60333 1.44299 -0.7526
H 0.97068 2.86223 -0.39567 0.3659
H 1.66878 1.84796 0.90281 0.2721
H 2.30589 1.70808 -0.73413 0.3500
H 0.06915 1.01625 -1.52781 0.3346
H -0.36978 0.23901 -0.02854 -0.0903
H -0.50520 -2.13834 0.50854 0.2971
H -1.08165 -0.79806 1.57019 0.3059
H -0.23265 -2.31526 2.26579 0.2979
O -2.52234 -0.94245 -1.51040 -0.6396
H -3.05953 -0.19153 -1.22335 0.3328
H -1.65606 -0.58810 -1.26671 0.3393
```

SMILES   CCSSC.O
Frontier orbital gap   8.27 eV

---

Formula: C3H10OS2
Source: the OMol25 dataset
Level of theory: ωB97M-V with the def2-TZVPD basis set

The geometry in XYZ format:
```
16
Properties=species:S:1:pos:R:3:mulliken_charge:R:1
C 0.58640 1.76308 1.32574 -0.8215
C -0.68214 1.19380 0.63619 -0.3916
O -0.60878 0.87767 -0.82773 -0.4450
H 1.41820 1.00794 1.16868 0.2139
H 0.33890 1.69132 2.45320 0.2883
H 0.85191 2.76065 0.96303 0.3310
H -0.95093 0.21811 1.05711 0.3212
H -1.53957 1.90207 0.62074 0.3376
H -0.28256 1.62388 -1.29681 0.2415
C 0.91826 -1.71452 -0.65653 -0.6407
S 0.12917 -3.35022 -0.91717 -0.0629
S -1.91179 -2.32403 -1.02828 -0.2315
H 2.00186 -1.98631 -0.44111 0.3372
H 0.75667 -1.16426 -1.60887 0.2496
H 0.34684 -1.32929 0.17964 0.1006
H -1.37242 -1.16991 -1.62783 0.1726
```

SMILES   CCO.CSS
Frontier orbital gap   8.42 eV

---

Formula: C3H10OS2
Source: the OMol25 dataset
Level of theory: ωB97M-V with the def2-TZVPD basis set

The geometry in XYZ format:
```
16
Properties=species:S:1:pos:R:3:mulliken_charge:R:1
C 0.41233 -1.00581 2.11507 -1.0143
C -0.37632 0.09636 1.33607 -0.3544
S 0.27215 0.27770 -0.32213 0.2018
S -0.17117 -1.97155 -0.94221 0.1713
C -0.42431 -1.56023 -2.63801 -0.8617
H 0.18820 -1.04215 3.19026 0.3307
H 0.10873 -1.96064 1.68987 0.3312
H 1.48854 -0.84973 2.12328 0.3499
H -0.12708 1.08169 1.71608 0.3865
H -1.39729 -0.28134 1.37305 0.3529
H 0.48273 -1.25351 -3.14076 0.3786
H -1.23862 -0.87516 -2.83780 0.3811
H -0.81405 -2.53016 -3.02202 0.3335
H 0.67706 3.30487 0.18579 0.2752
H 0.25244 4.31947 -0.84601 0.3260
O 0.66666 4.25019 0.01946 -0.5883
```

Spin multiplicity   2
Net charge   +1
Frontier orbital gap (spin up / spin down)   7.96 / 5.98 eV

---

Formula: C3H10P2
Source: the OMol25 dataset
Level of theory: ωB97M-V with the def2-TZVPD basis set

The geometry in XYZ format:
```
15
Properties=species:S:1:pos:R:3:mulliken_charge:R:1
C -1.22218 -1.72382 -0.47903 -0.7219
C -0.55332 0.52623 1.56075 -1.1204
C -0.31534 1.27788 -1.24599 -1.1215
P 2.17514 -0.08273 0.08361 -0.2378
P -0.06455 -0.11566 -0.12174 0.4132
H -0.86020 -1.88746 -1.47932 0.3006
H -0.78481 -2.40598 0.36723 0.2573
H 0.35671 1.09567 1.74020 0.3831
H -1.45807 1.08802 1.40547 0.3487
H -0.73878 -0.20323 2.30746 0.3444
H -1.14170 1.82016 -0.89172 0.3670
H 0.57990 1.79830 -1.24681 0.4153
H -0.50306 0.76379 -2.14373 0.3120
H 2.62020 -0.86406 -0.83771 0.0168
H 1.91006 -1.08711 0.98133 0.0431
```

Spin multiplicity   3
Frontier orbital gap (spin up / spin down)   5.03 / 8.04 eV

---

Energy relative to the best compared isomer or geometry (same formula, charge and spin) for every record listed, in sequence, given in eV: 1.6181; 1.1727; 8.0760; 0.8017; 0.6733; 2.0574; 6.2550; 4.5535; 1.5302; 2.3269; 0.7869; 1.6572; 1.5555; 1.3449; 1.3247.